1.
A molecular structure, C30H35AsCaCl3N9O2SiTe at a distorted geometry. Source: OMol25; level of theory: ωB97M-V/def2-TZVPD.

Output
LUMO level in eV: 3.90
Total charge: -2
Energy relative to the best compared isomer or geometry (same formula, charge and spin) in kJ/mol: 254.5
E_tot in a.u.: -6659.32568

Cartesian coordinates (Å):
Ca  0.16  0.47  0.29
N  -0.42  -2.75  -0.81
C  0.81  -2.32  -1.18
N  1.73  -3.23  -1.41
C  2.90  -2.74  -1.87
N  3.86  -3.67  -2.20
N  3.18  -1.47  -2.03
C  2.20  -0.60  -1.67
N  0.97  -0.99  -1.30
C  2.49  0.79  -1.70
C  3.75  1.25  -2.16
C  3.98  2.60  -2.24
C  2.96  3.48  -1.88
C  1.78  2.95  -1.39
N  1.54  1.65  -1.28
H  -0.46  -3.69  -0.44
H  -0.99  -2.03  -0.38
H  3.80  -4.50  -1.64
H  4.78  -3.27  -2.24
H  4.49  0.51  -2.42
H  4.94  2.98  -2.57
H  3.08  4.55  -1.95
H  0.98  3.61  -1.07
C  -3.34  1.98  2.76
C  -2.74  1.33  1.53
O  -1.70  0.66  1.66
C  -3.38  1.56  0.26
C  -4.69  2.07  0.18
C  -5.28  2.39  -1.02
C  -4.53  2.25  -2.19
C  -3.26  1.76  -2.16
C  -2.64  1.34  -0.95
O  -1.48  0.82  -0.97
H  -2.60  1.94  3.56
H  -4.24  1.46  3.08
H  -3.58  3.02  2.55
H  -5.26  2.20  1.09
H  -6.29  2.76  -1.06
H  -4.97  2.54  -3.14
H  -2.68  1.64  -3.06
C  -0.77  -0.67  4.84
C  -1.84  -1.42  4.07
As  -1.15  -2.04  2.32
C  -0.13  -3.62  2.99
C  -0.79  -4.58  3.97
C  -2.82  -3.05  1.80
C  -3.68  -2.26  0.82
H  -1.15  -0.24  5.77
H  -0.36  0.13  4.22
H  0.05  -1.35  5.09
H  -2.68  -0.75  3.87
H  -2.23  -2.26  4.66
H  0.78  -3.20  3.45
H  0.21  -4.17  2.11
H  -1.00  -4.10  4.92
H  -0.14  -5.44  4.17
H  -1.73  -4.96  3.56
H  -3.41  -3.29  2.69
H  -2.52  -4.00  1.34
H  -4.04  -1.34  1.28
H  -4.54  -2.84  0.49
H  -3.10  -1.97  -0.06
N  4.47  -4.50  0.71
C  3.95  -3.53  1.09
N  3.51  -2.47  1.62
C  2.50  -1.73  1.48
N  1.61  -0.98  1.51
Te  -1.18  -0.80  -3.25
C  -0.96  -2.23  -4.81
C  -2.04  -2.57  -5.63
C  -1.90  -3.45  -6.68
C  -0.67  -4.03  -6.95
C  0.41  -3.73  -6.12
C  0.26  -2.84  -5.08
H  -3.00  -2.13  -5.43
H  -2.75  -3.70  -7.30
H  -0.55  -4.71  -7.78
H  1.37  -4.19  -6.30
H  1.10  -2.62  -4.44
Cl  2.09  4.28  1.94
Si  0.59  2.69  1.95
Cl  -0.93  3.82  0.95
Cl  -0.08  3.11  3.96

---

2.
A molecular structure, C30H35BCdF6N13O4S2. Source: OMol25; level of theory: ωB97M-V/def2-TZVPD.

Output
Spin multiplicity: 2
⟨S²⟩: 0.754
LUMO level (alpha / beta) in eV: 0.09 / -1.53
Total charge: 0
Energy relative to the best compared isomer or geometry (same formula, charge and spin) in kJ/mol: 171.6
E_tot in a.u.: -3765.18797

Cartesian coordinates (Å):
Cd  0.59  -0.18  0.73
C  4.14  -0.83  -2.74
C  2.82  -1.20  -3.05
N  2.24  -1.83  -2.04
N  3.17  -1.89  -1.06
C  4.31  -1.29  -1.45
B  2.98  -2.66  0.25
N  3.29  -1.72  1.44
C  4.18  -1.82  2.45
C  4.22  -0.61  3.12
C  3.30  0.19  2.44
N  2.76  -0.47  1.43
N  1.52  -3.18  0.31
C  1.13  -4.46  0.21
C  -0.25  -4.50  0.14
C  -0.63  -3.16  0.22
N  0.44  -2.38  0.31
N  3.91  -3.87  0.25
C  4.37  -4.52  -0.85
C  4.90  -5.72  -0.44
C  4.71  -5.72  0.96
N  4.10  -4.61  1.36
H  4.85  -0.31  -3.35
H  2.28  -1.03  -3.96
H  5.17  -1.25  -0.79
H  4.71  -2.74  2.61
H  4.82  -0.36  3.98
H  3.00  1.21  2.63
H  1.86  -5.26  0.19
H  -0.88  -5.37  0.07
H  -1.61  -2.73  0.23
H  4.27  -4.09  -1.83
H  5.36  -6.47  -1.04
H  4.99  -6.47  1.68
C  -1.34  2.83  3.05
N  -0.67  2.41  1.84
C  0.04  3.28  1.25
C  0.86  2.99  0.11
C  1.61  3.87  -0.66
C  2.26  3.09  -1.64
C  1.87  1.78  -1.41
N  1.01  1.70  -0.37
C  -3.67  2.96  2.47
C  -4.90  3.03  3.10
C  -5.99  3.58  2.45
C  -5.86  4.07  1.15
C  -4.63  3.99  0.52
C  -3.53  3.44  1.16
H  -1.35  3.93  3.15
H  -0.83  2.39  3.91
H  0.07  4.32  1.61
H  1.69  4.93  -0.51
H  2.94  3.43  -2.39
H  2.19  0.88  -1.92
H  -4.98  2.65  4.11
H  -6.95  3.62  2.95
H  -6.71  4.49  0.64
H  -4.52  4.37  -0.49
H  -2.58  3.36  0.66
F  -0.93  -3.03  5.12
C  -0.77  -2.70  3.85
F  0.52  -2.81  3.54
F  -1.46  -3.57  3.11
S  -1.32  -0.92  3.57
O  -0.15  -0.27  2.99
O  -1.72  -0.45  4.86
N  -2.48  -1.13  2.54
S  -2.74  -0.04  1.40
O  -1.80  -0.28  0.23
O  -2.66  2.34  3.16
C  -4.25  -0.92  0.74
F  -4.01  -2.20  0.44
F  -5.25  -0.85  1.60
F  -4.61  -0.30  -0.40
C  -2.73  2.18  -3.65
C  -1.27  1.74  -3.81
C  -0.35  2.94  -3.97
C  -1.11  0.75  -4.95
N  -0.89  1.09  -2.54
N  -1.03  -0.19  -2.29
H  -3.09  2.59  -4.59
H  -2.83  2.95  -2.88
H  -3.36  1.33  -3.37
H  -0.67  3.53  -4.83
H  0.68  2.63  -4.11
H  -0.38  3.58  -3.08
H  -1.28  1.28  -5.89
H  -1.84  -0.06  -4.90
H  -0.10  0.34  -4.98
H  -0.75  1.65  -1.70
H  -1.05  -0.84  -3.06
H  -1.36  -0.43  -1.33

---

3.
7 unconnected molecules or ions with the total composition C30H35BF4N3O14 at a distorted geometry. Source: OMol25; level of theory: ωB97M-V/def2-TZVPD.

Output
LUMO level in eV: -5.29
Total charge: +1
E_tot in a.u.: -2805.76215

Cartesian coordinates (Å):
C  9.30  25.88  28.02
N  8.45  24.92  28.75
C  7.33  25.36  29.32
C  6.45  24.51  29.96
C  6.81  23.18  30.11
C  7.99  22.74  29.51
C  8.82  23.63  28.87
C  5.89  22.25  30.80
C  6.29  21.55  31.94
C  5.51  20.53  32.40
N  4.31  20.28  31.83
C  3.82  21.06  30.85
C  4.60  22.06  30.32
C  3.56  19.07  32.28
H  10.09  25.35  27.50
H  9.72  26.58  28.74
H  8.70  26.46  27.31
H  7.10  26.41  29.24
H  5.51  24.96  30.26
H  8.27  21.70  29.56
H  9.79  23.35  28.49
H  7.23  21.76  32.45
H  5.75  19.90  33.25
H  2.79  20.86  30.59
H  4.28  22.73  29.54
H  2.64  19.03  31.71
H  3.39  19.13  33.35
H  4.18  18.22  32.01
B  6.18  27.69  27.07
H  6.68  27.76  25.98
H  5.24  28.44  27.14
H  5.79  26.57  27.30
H  6.95  27.96  27.97
C  8.39  24.31  24.65
C  9.08  23.10  24.75
C  8.52  22.04  25.45
C  7.25  22.19  25.97
C  6.51  23.35  25.82
C  7.12  24.43  25.20
N  6.70  21.11  26.82
O  7.12  19.99  26.63
O  5.92  21.42  27.72
H  8.87  25.11  24.11
H  10.07  22.95  24.34
H  9.06  21.10  25.43
H  5.54  23.53  26.27
H  6.63  25.39  25.14
C  3.70  31.35  26.19
C  2.46  30.63  25.71
O  1.51  30.96  26.66
C  2.10  31.46  27.78
O  1.53  31.78  28.76
O  3.44  31.54  27.58
F  2.64  29.27  25.64
H  3.74  32.35  25.75
H  4.64  30.87  25.93
H  2.09  30.92  24.72
C  8.75  30.07  26.18
C  7.54  30.78  26.78
O  7.09  31.60  25.75
C  8.00  31.62  24.72
O  7.88  32.28  23.76
O  9.02  30.80  24.99
F  7.96  31.60  27.81
H  8.50  29.04  25.93
H  9.58  30.04  26.88
H  6.77  30.12  27.17
C  4.13  26.88  24.34
C  3.33  25.82  25.10
O  3.56  24.64  24.41
C  4.04  24.94  23.16
O  4.18  24.13  22.31
O  4.42  26.22  23.11
F  1.99  26.12  25.00
H  5.03  27.14  24.89
H  3.52  27.77  24.27
H  3.60  25.76  26.15
C  5.30  28.37  30.21
C  4.36  29.58  30.10
O  4.25  29.97  31.45
C  4.52  28.91  32.27
O  4.22  28.86  33.41
O  5.18  27.95  31.57
F  3.17  29.22  29.58
H  6.33  28.59  29.96
H  4.84  27.59  29.59
H  4.82  30.41  29.58

---

- Which of these has the lowest total charge?
  C30H35AsCaCl3N9O2SiTe

---

- What is the formula in the first record?
  C30H35AsCaCl3N9O2SiTe